[1]
ORCA calculation (ωB97M-V with the def2-TZVPD basis set) on an isolated ion of composition C5H12NO and charge -1 in a non-equilibrium geometry.

Output
Charge: -1
ΔE to the lowest compared entry with this formula, charge and spin in eV: 1.122
E_HOMO in eV: -2.28
2S+1: 1
SMILES: CCC[C@@H](N)C[O-]
Lowest unoccupied orbital energy in eV: 3.91
Kohn-Sham gap in eV: 6.20

```
19
Properties=species:S:1:pos:R:3:forces:R:3
C -2.032348 1.046710 -0.016419 -0.58 0.55 -1.52
C -0.667513 1.234766 -0.712402 0.12 -0.08 1.46
C 0.562203 0.905222 0.205437 0.72 0.61 -1.97
C 1.248528 -0.475286 -0.047104 -1.33 -0.81 1.56
N 1.986782 -0.866496 1.166066 0.45 0.37 -0.18
C 0.134268 -1.733485 -0.392321 2.05 1.26 1.32
O 0.430250 -2.870900 0.211897 0.41 -0.59 -0.17
H -2.741375 1.756748 -0.499265 0.19 -0.30 0.23
H -1.993147 1.365956 1.020320 0.06 -0.43 0.27
H -2.476622 0.073358 -0.196335 0.14 -0.27 0.61
H -0.518208 0.639177 -1.604728 -0.49 -0.02 -0.34
H -0.743134 2.295467 -0.966556 0.91 0.03 -0.26
H 1.366369 1.577625 -0.144943 -0.31 0.35 0.50
H 0.340231 1.189498 1.233713 0.07 -0.48 0.22
H 2.044634 -0.337366 -0.783345 -0.29 -0.12 -0.49
H 1.349493 -0.946283 1.952412 -0.24 -0.03 -0.17
H 2.231929 -1.836410 0.971833 -0.15 -0.22 0.17
H -0.736817 -1.264076 0.097070 -0.77 0.10 -0.87
H 0.214474 -1.754222 -1.495326 -0.95 0.09 -0.36
```
Positions in Å, forces in eV/Å.

Here are the Löwdin charges for atoms 1 to 5, given in e: number 1, C, carries -0.141; number 2, C, carries -0.264; number 3, C, carries -0.198; number 4, C, carries -0.370; number 5, N, carries -0.028


[2]
ORCA calculation (ωB97M-V with the def2-TZVPD basis set) on one molecule with the formula C2H4N4 in a non-equilibrium geometry.

Output
ΔE to the lowest compared entry with this formula, charge and spin in eV: 3.376
E_HOMO in eV: -9.02
2S+1: 1
SMILES: [H]/N=N/[C@H]1N=C1N
Lowest unoccupied orbital energy in eV: 0.78
Kohn-Sham gap in eV: 9.80

```
10
Properties=species:S:1:pos:R:3:forces:R:3
H -3.057223 -0.411949 -0.849034 -0.07 0.09 -0.03
N -2.249749 -0.437351 -0.215126 0.05 0.35 -0.52
N -1.557995 0.554725 -0.486578 -0.26 -0.58 -0.02
C -0.390830 0.610009 0.352961 -0.05 0.03 0.25
N -0.063862 -0.672748 1.177054 0.44 0.90 0.09
C 0.727807 -0.258918 0.289966 0.02 0.14 0.26
N 2.003174 -0.256419 -0.121125 0.01 -0.33 -0.34
H -0.200609 1.637315 0.692979 -0.38 -0.41 0.44
H 2.194561 0.271539 -0.954568 0.19 -0.18 -0.02
H 2.594722 -1.036207 0.113467 0.05 0.00 -0.11
```
Positions in Å, forces in eV/Å.

Here are the Löwdin charges for atoms 1 to 5, given in e: number 1, H, carries 0.055; number 2, N, carries 0.059; number 3, N, carries -0.056; number 4, C, carries -0.278; number 5, N, carries 0.193


[3]
ORCA calculation (ωB97M-V with the def2-TZVPD basis set) on C13H36AlO12S3 as an isolated structure in a non-equilibrium geometry.

Output
Charge: -1
ΔE to the lowest compared entry with this formula, charge and spin in eV: 2.400
E_HOMO in eV: -4.48
2S+1: 1
Lowest unoccupied orbital energy in eV: 1.98
Kohn-Sham gap in eV: 6.46

```
65
Properties=species:S:1:pos:R:3:forces:R:3
O 3.773222 2.423521 0.497436 -1.17 1.88 -0.60
C 3.693103 3.394817 -0.641571 -0.62 0.61 -0.10
C 4.489763 4.805758 -0.326940 0.16 -0.63 -0.38
O 3.696889 5.978012 -0.764828 0.14 -1.32 2.19
C 2.939834 6.554248 0.375863 -0.07 1.75 1.10
O 1.671498 7.196762 -0.002604 3.17 -2.09 -0.09
C 0.715743 6.248839 -0.595209 -1.08 -0.38 -1.60
Al -0.691463 5.500662 0.696618 -0.06 0.07 -0.54
H 3.046896 2.718867 1.128634 1.37 -0.42 -1.19
H 2.543866 3.609655 -0.848943 2.51 -0.24 0.30
H 4.178552 2.927389 -1.600267 -0.99 0.55 2.04
H 5.482951 4.779575 -0.957153 -1.96 0.33 1.20
H 4.797970 4.834612 0.810065 -0.76 0.05 -2.15
H 2.830279 5.790970 1.284003 -0.16 1.08 -2.18
H 3.634547 7.426744 0.802041 -1.65 -1.63 -0.92
H 1.197086 5.339361 -1.154163 -0.29 1.90 0.79
H 0.118202 6.860081 -1.427695 1.44 -1.17 1.56
H -0.279702 5.519023 2.224566 0.30 0.13 0.54
H -2.058852 6.282865 0.393618 -0.30 0.27 0.08
H -0.935581 3.976119 0.267813 0.05 -0.51 -0.17
O 3.339006 -2.921968 1.783351 -0.44 0.53 0.70
S 2.798119 -1.670394 2.271267 -0.34 0.63 -0.21
O 2.956677 -1.248958 3.646390 0.02 -0.75 -0.91
O 1.220936 -1.583078 1.873587 1.38 0.44 -0.10
C 0.355907 -2.630811 2.288345 -0.87 -0.76 0.46
C 0.031827 -2.530620 3.767045 0.22 -0.04 0.36
C 3.369641 -0.357812 1.220133 -0.25 -0.11 0.14
H 0.784185 -3.607773 2.040528 0.13 0.14 -0.01
H -0.570851 -2.529793 1.713344 0.33 0.19 -0.10
H 0.922689 -2.706557 4.378242 -0.13 0.02 -0.08
H -0.720555 -3.272364 4.051160 0.02 0.09 -0.16
H -0.338702 -1.531946 4.015882 -0.03 -0.13 -0.10
H 3.221470 -0.645322 0.178109 0.06 0.04 0.29
H 4.432513 -0.205264 1.420490 -0.20 -0.09 0.07
H 2.814354 0.552183 1.456705 0.11 -0.36 -0.05
O -2.982716 -3.030917 1.090070 -1.01 -0.73 0.09
S -4.393273 -3.358446 1.100654 -0.22 0.31 -0.40
O -4.919783 -4.463072 1.872859 0.73 0.64 -0.50
O -4.918016 -3.494015 -0.435427 -0.02 0.67 1.24
C -4.258178 -4.406423 -1.301550 0.53 -0.87 -0.63
C -4.647474 -5.840882 -0.997585 0.03 -0.26 0.32
C -5.311006 -1.898388 1.525375 -0.07 0.03 -0.19
H -3.172616 -4.270351 -1.253286 -0.13 0.12 0.08
H -4.568622 -4.162361 -2.323200 -0.04 0.29 0.32
H -4.282561 -6.147609 -0.012237 -0.04 0.04 -0.16
H -4.222998 -6.524256 -1.739073 -0.05 0.15 0.00
H -5.735478 -5.953713 -0.988741 0.11 0.03 -0.08
H -4.950769 -1.063026 0.923023 0.01 -0.16 0.05
H -5.147344 -1.695110 2.586036 0.10 -0.17 -0.16
H -6.371949 -2.081907 1.343376 0.19 -0.05 0.00
O -1.766444 -0.154998 -1.890558 0.57 -1.11 -0.73
S -1.060417 -0.924802 -2.893548 0.40 0.50 0.24
O -1.298622 -2.339121 -3.085047 -0.06 0.87 0.37
O 0.540673 -0.680498 -2.720046 -1.23 0.16 -0.91
C 1.136345 -0.945793 -1.457969 0.37 -0.45 1.07
C 1.295499 -2.435870 -1.221412 -0.16 -0.32 0.06
C -1.244284 -0.114485 -4.463252 0.21 0.04 -0.06
H 0.563507 -0.474335 -0.652442 -0.04 0.00 -0.17
H 2.127109 -0.478840 -1.465055 -0.35 0.16 -0.40
H 0.321248 -2.926096 -1.128319 0.12 0.09 0.02
H 1.854781 -2.625635 -0.300446 -0.03 0.05 -0.23
H 1.816033 -2.908024 -2.059669 0.01 0.10 0.08
H -1.030444 0.948633 -4.342911 -0.01 -0.17 0.07
H -2.275238 -0.255274 -4.795550 0.12 -0.06 0.21
H -0.558981 -0.571789 -5.179935 -0.08 0.03 0.16
```
Positions in Å, forces in eV/Å.

Here are the Löwdin charges for atoms 1 to 5, given in e: number 1, O, carries -0.170; number 2, C, carries -0.169; number 3, C, carries -0.181; number 4, O, carries -0.191; number 5, C, carries -0.231